[1]
Formula: C2H3IO
Source: the Open Molecules 2025 dataset
Level of theory: ωB97M-V/def2-TZVPD

The calculation puts the LUMO energy at 0.55 eV. As for the SMILES: C=C=O.I. The calculation puts the max |F| at 3.8 eV Å⁻¹.

Geometry (Å):
C (-1.61, 0.56, 0.15)
C (-1.08, -0.62, -0.10)
O (-0.72, -1.75, -0.24)
H (-2.54, 0.81, -0.32)
H (-1.14, 1.30, 0.84)
I (2.95, 0.25, 0.15)
H (4.15, -0.56, -0.48)


[2]
Formula: C2H5NOS
Source: the Open Molecules 2025 dataset
Level of theory: ωB97M-V/def2-TZVPD

The calculation puts the LUMO energy at 0.34 eV. The calculation puts the max |F| at 3.0 eV Å⁻¹.

Geometry (Å):
C (-0.93, -0.09, -0.12)
C (1.45, 0.08, 0.02)
N (0.27, -0.72, 0.00)
O (-3.22, 0.70, -0.38)
S (-2.54, -0.46, 0.24)
H (-0.92, 0.90, -0.53)
H (1.58, 0.69, 1.00)
H (2.37, -0.49, -0.15)
H (1.53, 0.79, -0.81)
H (0.42, -1.40, 0.73)


[3]
Formula: C56H57AsMnN3P3S2
Source: the Open Molecules 2025 dataset
Level of theory: ωB97M-V/def2-TZVPD

The calculation puts the LUMO energy (alpha / beta) at -0.90 / -0.89 eV. The calculation puts the max |F| at 0.6 eV Å⁻¹. The spin multiplicity is 2.

Geometry (Å):
Mn (0.06, 0.20, 0.31)
C (3.62, -0.51, -0.04)
P (2.17, 0.41, -0.64)
C (2.70, 2.16, -0.44)
N (3.96, 2.48, -0.55)
C (4.28, 3.80, -0.47)
C (5.64, 4.20, -0.55)
C (5.95, 5.52, -0.51)
C (4.94, 6.51, -0.40)
C (3.63, 6.14, -0.31)
C (3.27, 4.77, -0.34)
N (1.97, 4.42, -0.21)
C (1.68, 3.14, -0.21)
P (-0.06, 2.56, 0.05)
C (-0.83, 3.28, -1.45)
C (-0.84, 3.62, 1.39)
C (-0.39, 5.08, 1.43)
C (-0.57, 2.98, 2.74)
C (-2.34, 3.58, 1.12)
C (2.30, 0.16, -2.50)
C (1.80, -1.25, -2.82)
C (1.39, 1.16, -3.20)
C (3.73, 0.31, -3.00)
H (4.53, 0.01, -0.32)
H (3.62, -1.51, -0.49)
H (3.59, -0.63, 1.04)
H (6.39, 3.43, -0.65)
H (6.99, 5.84, -0.58)
H (5.21, 7.55, -0.37)
H (2.83, 6.87, -0.21)
H (-0.83, 4.37, -1.38)
H (-1.86, 2.93, -1.53)
H (-0.29, 2.99, -2.34)
H (0.63, 5.19, 1.79)
H (-1.05, 5.61, 2.12)
H (-0.46, 5.58, 0.46)
H (0.50, 2.95, 2.97)
H (-1.07, 3.55, 3.52)
H (-0.96, 1.96, 2.76)
H (-2.63, 4.17, 0.25)
H (-2.86, 3.98, 1.99)
H (-2.70, 2.56, 0.99)
H (0.74, -1.36, -2.59)
H (2.36, -2.03, -2.30)
H (1.92, -1.43, -3.90)
H (0.36, 1.04, -2.88)
H (1.43, 0.98, -4.28)
H (1.71, 2.19, -3.03)
H (4.39, -0.47, -2.62)
H (4.16, 1.28, -2.74)
H (3.73, 0.23, -4.09)
S (-4.35, 0.41, 2.16)
P (-3.94, -0.07, 0.32)
S (-2.02, -0.71, -0.09)
C (-4.37, 1.22, -0.91)
C (-3.85, 1.18, -2.20)
C (-4.21, 2.14, -3.13)
C (-5.09, 3.15, -2.76)
C (-5.61, 3.20, -1.48)
C (-5.25, 2.23, -0.55)
C (-4.87, -1.53, -0.24)
C (-5.59, -1.58, -1.43)
C (-6.21, -2.77, -1.82)
C (-6.11, -3.90, -1.03)
C (-5.40, -3.85, 0.16)
C (-4.79, -2.67, 0.56)
H (-3.15, 0.40, -2.47)
H (-3.81, 2.11, -4.13)
H (-5.37, 3.91, -3.49)
H (-6.29, 3.99, -1.19)
H (-5.64, 2.26, 0.46)
H (-5.67, -0.71, -2.06)
H (-6.77, -2.79, -2.75)
H (-6.59, -4.82, -1.34)
H (-5.34, -4.73, 0.79)
H (-4.24, -2.63, 1.49)
C (-2.00, -4.88, 3.55)
C (-2.59, -4.81, 2.29)
C (-1.92, -4.22, 1.23)
C (-0.66, -3.68, 1.42)
C (-0.07, -3.74, 2.68)
C (-0.73, -4.34, 3.74)
As (0.30, -2.79, -0.02)
C (1.86, -3.93, -0.16)
C (2.95, -3.97, 0.69)
C (4.02, -4.82, 0.40)
C (3.98, -5.61, -0.74)
C (2.89, -5.57, -1.59)
C (1.81, -4.73, -1.30)
C (0.57, -4.60, -2.10)
C (0.30, -5.31, -3.27)
C (-0.92, -5.13, -3.91)
C (-1.86, -4.24, -3.40)
C (-1.59, -3.52, -2.24)
C (-0.37, -3.70, -1.59)
H (-2.53, -5.34, 4.37)
H (-3.58, -5.23, 2.14)
H (-2.40, -4.18, 0.26)
H (0.92, -3.32, 2.85)
H (-0.27, -4.39, 4.71)
H (2.99, -3.35, 1.57)
H (4.87, -4.86, 1.06)
H (4.81, -6.26, -0.97)
H (2.87, -6.19, -2.48)
H (1.02, -6.00, -3.67)
H (-1.13, -5.68, -4.82)
H (-2.81, -4.11, -3.90)
H (-2.32, -2.83, -1.85)
C (0.93, -0.37, 2.10)
C (1.44, 0.55, 3.15)
C (2.58, 1.34, 2.96)
C (3.03, 2.22, 3.93)
C (2.34, 2.34, 5.14)
C (1.21, 1.55, 5.36)
C (0.78, 0.67, 4.38)
C (2.79, 3.26, 6.14)
N (3.15, 4.01, 6.94)
H (0.11, -0.97, 2.53)
H (1.73, -1.07, 1.85)
H (3.13, 1.28, 2.03)
H (3.91, 2.82, 3.76)
H (0.67, 1.63, 6.30)
H (-0.11, 0.07, 4.56)


Values for ΔE to the lowest compared entry with this formula, charge and spin, kcal per mole, ordered as above
24.6, 58.5, 0.0
Values for E, eV, ordered as above
-12269.328, -16525.845, -205165.161